{"formula": "C4H10N2O2", "method": "wB97M-V/def2-TZVPD", "species": ["C", "O", "C", "C", "C", "N", "O", "N", "H", "H", "H", "H", "H", "H", "H", "H", "H", "H"], "positions_angstrom": [[-1.657, -1.137, 0.387], [-2.721, -1.025, -0.270], [-0.639, 0.193, -0.170], [0.560, 0.138, 0.534], [1.790, 0.094, -0.280], [2.905, -0.506, 0.310], [1.903, 0.684, -1.322], [-1.474, 1.335, -0.150], [-1.053, -2.049, 0.241], [-1.685, -0.884, 1.465], [-1.093, 2.098, 0.389], [-0.435, -0.153, -1.177], [0.687, -0.181, 1.553], [-2.208, 1.425, 2.973], [2.916, -0.569, 1.314], [3.778, -0.157, -0.061], [-2.405, 1.137, 0.193], [-1.518, 1.182, 3.106]], "forces_ev_per_angstrom": [[-1.8, -2.5, 1.2], [0.6, 0.4, 0.0], [2.2, 1.7, -1.4], [-0.2, -1.0, -0.5], [1.3, -0.3, 1.2], [-0.3, 0.3, 0.0], [-0.4, 0.1, -1.1], [-0.8, -0.1, 1.1], [0.2, 0.3, -0.3], [0.1, 0.4, -0.1], [0.3, 0.0, 0.2], [-0.5, 0.3, -0.5], [-0.3, 0.9, 0.7], [0.1, 0.0, 0.0], [-0.1, -0.2, 0.1], [0.0, -0.1, -0.1], [-0.3, -0.1, -0.4], [-0.1, 0.0, 0.0]], "lowdin_charge": [-0.32, -0.04, -0.36, 0.04, -0.54, 0.14, 0.09, 0.13, 0.12, 0.10, 0.08, 0.13, 0.11, 0.03, 0.08, 0.10, 0.08, 0.02], "de_lowest_kj_mol": 612.53}



{"formula": "C5H9FN2O2S", "method": "wB97M-V/def2-TZVPD", "species": ["C", "C", "C", "C", "C", "N", "N", "O", "O", "F", "S", "H", "H", "H", "H", "H", "H", "H", "H", "H"], "positions_angstrom": [[-1.144, 1.250, 0.322], [-1.448, 0.931, 1.582], [0.011, -0.640, 0.536], [1.469, -0.383, 0.773], [-0.063, 0.402, -1.734], [-0.604, 0.215, -0.425], [-0.762, -0.352, 1.760], [-1.016, -2.793, 2.389], [-2.825, -1.232, 3.096], [-2.714, -1.940, 0.827], [-1.842, -1.680, 2.149], [-1.560, 2.003, -0.372], [-1.493, 1.642, 2.405], [-0.127, -1.666, 0.405], [1.289, 0.649, 1.234], [2.260, -0.382, 0.058], [1.812, -1.015, 1.558], [0.550, -0.389, -1.986], [-0.649, 0.650, -2.631], [0.559, 1.293, -1.516]], "forces_ev_per_angstrom": [[-2.0, 0.2, -3.1], [2.0, 0.2, 0.2], [0.2, -0.8, 0.0], [-0.7, 2.8, 2.2], [0.7, 3.2, 0.7], [-1.8, -0.3, 0.7], [-1.8, -1.5, 1.2], [0.2, -0.9, -0.4], [1.1, -0.3, -0.8], [0.9, 0.0, 0.4], [-0.8, 2.9, 0.8], [0.5, 0.4, 1.2], [-0.6, -0.5, -0.1], [-0.4, -1.8, -1.1], [1.5, -0.9, -0.5], [-0.2, 0.1, -1.2], [0.1, -0.5, 0.8], [1.3, -1.7, -0.4], [-0.8, -0.3, 0.8], [0.5, -0.3, -1.3]], "lowdin_charge": [-0.09, -0.09, -0.42, -0.01, -0.04, -0.14, -0.13, -0.24, -0.26, -0.16, 0.67, 0.14, 0.12, 0.11, 0.12, 0.07, 0.07, 0.06, 0.10, 0.10], "de_lowest_kj_mol": 125.99, "smiles": "C[C@@H]1N(C)C=CN1S(=O)(=O)F"}



{"formula": "C29H36N5OSi", "method": "wB97M-V/def2-TZVPD", "species": ["C", "N", "C", "O", "C", "C", "C", "C", "C", "C", "C", "C", "N", "C", "C", "C", "C", "C", "C", "C", "C", "N", "C", "C", "C", "C", "C", "H", "H", "H", "H", "H", "H", "H", "H", "H", "H", "H", "H", "H", "H", "H", "H", "H", "H", "H", "H", "H", "H", "H", "H", "C", "Si", "C", "C", "N", "C", "N", "C", "C", "H", "H", "H", "H", "H", "H", "H", "H", "H", "H", "H", "H"], "positions_angstrom": [[4.379, -0.605, 2.868], [3.059, -0.012, 2.805], [2.911, 1.347, 2.836], [3.825, 2.167, 2.891], [1.411, 1.644, 2.782], [1.021, 2.540, 1.608], [1.610, 3.925, 1.697], [2.315, 4.435, 0.603], [2.988, 5.653, 0.721], [2.897, 6.398, 1.903], [2.077, 5.939, 2.945], [1.434, 4.699, 2.844], [0.826, 0.315, 2.673], [-0.543, 0.228, 2.654], [-1.296, -0.884, 2.496], [-2.777, -1.013, 2.836], [-3.259, -2.480, 2.748], [-4.588, -2.761, 3.039], [-5.085, -4.071, 2.965], [-4.207, -5.121, 2.613], [-4.656, -6.494, 2.499], [-4.987, -7.616, 2.414], [-2.852, -4.865, 2.363], [-2.396, -3.545, 2.429], [1.816, -0.784, 2.699], [1.853, -1.616, 1.403], [1.702, -1.725, 3.905], [5.121, 0.194, 2.952], [4.478, -1.262, 3.741], [4.599, -1.191, 1.966], [1.117, 2.121, 3.740], [1.365, 2.064, 0.676], [-0.076, 2.601, 1.560], [2.350, 3.841, -0.313], [3.585, 6.015, -0.117], [3.447, 7.337, 2.010], [1.939, 6.541, 3.842], [0.806, 4.314, 3.654], [-1.024, 1.215, 2.740], [-0.849, -1.781, 2.029], [-2.875, -0.679, 3.881], [-5.275, -1.944, 3.252], [-6.136, -4.309, 3.163], [-2.140, -5.672, 2.104], [-1.360, -3.401, 2.124], [2.267, -1.019, 0.578], [2.506, -2.489, 1.547], [0.853, -1.966, 1.138], [1.995, -1.203, 4.824], [0.676, -2.091, 3.994], [2.378, -2.582, 3.775], [-5.880, 4.070, 2.281], [-6.700, 2.508, 1.751], [-7.940, 1.891, 2.971], [-7.626, 2.871, 0.175], [-5.315, 1.208, 1.581], [-4.498, 0.743, 2.549], [-3.666, -0.186, 2.058], [-3.945, -0.310, 0.678], [-4.952, 0.539, 0.400], [-6.656, 4.824, 2.470], [-5.301, 3.950, 3.200], [-5.218, 4.473, 1.507], [-8.665, 2.694, 3.159], [-8.502, 1.030, 2.594], [-7.492, 1.618, 3.930], [-8.359, 3.664, 0.409], [-6.982, 3.248, -0.630], [-8.191, 2.007, -0.202], [-4.559, 1.020, 3.590], [-3.484, -1.031, 0.048], [-5.487, 0.717, -0.516]], "forces_ev_per_angstrom": [[0.2, -0.4, 0.0], [0.0, 0.7, 0.0], [0.9, 0.5, 0.0], [-1.3, -1.0, 0.0], [0.3, 0.1, 0.3], [0.1, 0.1, -0.3], [-0.2, 0.2, -0.2], [0.2, 0.1, 0.5], [-0.1, 0.0, 0.1], [-0.3, -0.3, 0.0], [0.0, -0.2, -0.2], [0.3, 0.3, -0.3], [-0.9, 0.0, -0.2], [0.4, -0.3, 0.0], [0.0, -0.6, -0.9], [1.6, -0.9, 0.6], [0.7, -0.3, 0.1], [-0.5, -0.7, -0.3], [0.5, -0.2, -0.2], [0.1, 0.1, 0.1], [-0.9, -2.4, 0.0], [0.8, 2.8, 0.2], [0.0, 0.4, 0.0], [-0.2, -0.2, -0.4], [0.7, -0.1, -0.2], [0.1, 0.2, -0.1], [-0.1, 0.2, 0.1], [-0.3, -0.1, 0.0], [0.0, 0.1, -0.1], [-0.1, 0.1, 0.1], [0.2, -0.2, -0.4], [-0.2, 0.1, 0.2], [0.2, 0.0, 0.0], [0.2, 0.2, 0.2], [-0.1, 0.0, 0.3], [-0.3, -0.3, -0.1], [0.1, -0.1, -0.2], [0.3, 0.3, -0.2], [0.2, -0.5, 0.5], [-0.2, 0.9, 0.9], [-0.3, -0.1, -0.3], [0.1, -0.2, 0.1], [0.5, 0.2, -0.1], [-0.7, 0.6, 0.2], [-0.4, 0.0, 0.4], [-0.3, -0.1, 0.2], [-0.2, 0.3, -0.1], [0.2, 0.0, -0.1], [-0.2, -0.1, -0.2], [0.1, -0.1, 0.1], [-0.3, 0.3, 0.0], [0.3, 0.1, 0.2], [-0.2, 0.3, -0.1], [0.1, -0.3, 0.3], [0.3, -0.4, -0.4], [0.1, 0.0, -0.2], [-0.4, -0.3, -0.9], [-1.5, 1.2, -1.5], [-0.1, 0.2, 1.3], [-0.4, 0.5, 0.8], [0.1, -0.2, 0.0], [0.0, 0.1, 0.0], [-0.1, -0.1, 0.1], [0.2, -0.1, 0.0], [0.1, 0.1, 0.0], [-0.1, 0.0, 0.0], [0.3, -0.3, 0.1], [-0.2, -0.1, 0.1], [0.1, 0.2, 0.0], [0.1, 0.0, 0.0], [0.5, -0.3, -0.2], [0.1, 0.0, -0.1]], "lowdin_charge": [-0.01, -0.04, -0.37, 0.09, -0.18, -0.09, -0.24, -0.04, -0.07, -0.08, -0.07, -0.05, 0.00, -0.07, -0.05, -0.22, -0.15, -0.02, 0.00, -0.22, -0.16, 0.17, 0.00, -0.01, -0.46, 0.00, 0.00, 0.10, 0.09, 0.10, 0.16, 0.13, 0.11, 0.11, 0.11, 0.11, 0.10, 0.11, 0.13, 0.06, 0.16, 0.12, 0.13, 0.14, 0.10, 0.10, 0.09, 0.06, 0.10, 0.07, 0.09, -0.17, 0.55, -0.17, -0.17, -0.03, -0.06, -0.01, 0.02, -0.04, 0.05, 0.04, 0.05, 0.05, 0.05, 0.04, 0.06, 0.04, 0.04, 0.16, 0.14, 0.13], "total_charge": 1, "smiles": "CN1C(=O)[C@@H](Cc2ccccc2)N(/C=C/[C@H](c2ccc(C#N)cc2)[n+]2ccn([Si](C)(C)C)c2)C1(C)C"}



{"formula": "H24O12", "method": "wB97M-V/def2-TZVPD", "species": ["O", "H", "H", "O", "H", "H", "O", "H", "H", "O", "H", "H", "O", "H", "H", "O", "H", "H", "O", "H", "H", "O", "H", "H", "O", "H", "H", "O", "H", "H", "O", "H", "H", "O", "H", "H"], "positions_angstrom": [[44.393, 48.211, 9.863], [44.605, 48.248, 10.869], [43.596, 47.618, 9.580], [44.790, 43.659, 13.532], [45.281, 43.040, 13.052], [43.902, 43.377, 13.724], [43.218, 45.381, 12.098], [43.701, 44.704, 12.723], [43.826, 45.204, 11.239], [42.201, 43.724, 14.616], [41.847, 44.584, 14.835], [41.440, 43.338, 14.049], [43.952, 45.070, 16.565], [43.567, 45.190, 15.652], [44.436, 44.156, 16.639], [44.847, 47.624, 12.711], [45.497, 47.217, 13.189], [44.258, 47.008, 12.537], [40.362, 43.223, 12.805], [40.743, 43.809, 12.194], [40.255, 42.436, 12.312], [40.306, 45.385, 11.355], [41.030, 45.762, 11.442], [39.583, 45.649, 12.099], [41.686, 48.047, 11.658], [41.722, 47.400, 11.098], [41.040, 48.574, 11.257], [46.233, 43.063, 11.018], [46.658, 43.796, 11.460], [45.401, 43.339, 10.410], [44.201, 44.335, 9.821], [43.404, 44.173, 9.409], [44.683, 44.931, 9.293], [41.985, 46.875, 14.367], [42.657, 47.343, 14.858], [42.010, 46.797, 13.422]], "forces_ev_per_angstrom": [[-1.1, -1.2, 0.4], [-1.1, -0.7, -2.2], [2.3, 1.8, 1.7], [-0.2, 2.3, 1.2], [0.8, -1.7, -1.4], [-0.8, -0.9, 0.7], [2.8, -1.7, -1.5], [-1.0, 1.7, -1.2], [-2.2, 0.6, 2.6], [-1.1, -1.3, -1.1], [-0.1, 0.7, 0.2], [1.5, 0.6, 0.9], [0.9, -1.7, -0.5], [0.9, -0.8, 1.4], [-1.7, 2.7, -0.8], [2.1, 6.4, -0.6], [2.8, -1.5, 1.9], [-4.9, -4.9, -1.3], [-0.8, -0.9, 2.0], [0.7, 1.9, -1.5], [-0.4, -1.5, -0.6], [-13.5, -5.0, 0.4], [10.4, 5.7, 2.1], [3.2, -0.7, -2.7], [0.7, 4.5, 5.4], [0.9, -6.2, -5.0], [-1.6, 1.8, -0.5], [-2.3, -0.5, -1.8], [-0.3, 0.6, -0.3], [3.0, -0.4, 2.4], [1.7, -0.4, 1.9], [-2.8, -0.7, -1.5], [1.1, 1.3, -1.3], [-1.5, -1.2, 1.7], [0.5, 0.3, -0.9], [1.1, 0.8, -0.5]], "lowdin_charge": [-0.15, 0.05, 0.06, -0.02, 0.01, 0.01, -0.16, 0.04, 0.08, -0.10, 0.01, 0.04, -0.13, 0.00, 0.09, 0.05, 0.02, -0.10, -0.01, -0.02, 0.05, 0.00, -0.16, 0.19, 0.07, -0.08, 0.05, -0.12, 0.02, 0.07, 0.02, 0.06, 0.07, -0.04, 0.05, -0.03], "de_lowest_kj_mol": 449.66, "smiles": "O.O.O.O.O.O.O.O.O.O.O.O"}



{"formula": "CH2Cl2O2P2", "method": "wB97M-V/def2-TZVPD", "species": ["C", "O", "O", "P", "P", "Cl", "Cl", "H", "H"], "positions_angstrom": [[0.940, 0.174, -0.123], [-1.156, -0.203, 1.375], [0.363, -2.273, -0.204], [0.888, -1.477, 0.870], [-0.841, 0.484, 0.134], [-1.929, -0.066, -1.436], [-1.262, 2.426, 0.488], [1.360, 0.023, -1.211], [1.637, 0.913, 0.107]], "forces_ev_per_angstrom": [[-0.3, -0.9, -2.7], [-0.3, -1.5, 1.4], [-1.0, -2.5, -1.7], [0.9, 1.9, 1.3], [1.4, 1.4, -0.8], [0.1, 0.2, -0.1], [0.1, 0.1, -0.6], [-1.6, -0.5, 1.7], [0.6, 1.8, 1.6]], "lowdin_charge": [-0.48, -0.47, -0.50, 0.84, -0.22, 0.39, 0.34, 0.10, 0.00], "de_lowest_kj_mol": 55.94}



{"formula": "C23H30N2O4S", "method": "wB97M-V/def2-TZVPD", "species": ["C", "C", "O", "C", "C", "C", "C", "C", "C", "H", "H", "N", "S", "O", "O", "C", "C", "C", "C", "C", "C", "H", "H", "H", "H", "H", "C", "H", "C", "O", "N", "H", "C", "C", "H", "C", "C", "C", "C", "H", "C", "H", "H", "H", "H", "H", "H", "H", "H", "H", "H", "H", "H", "H", "H", "H", "H", "H", "H", "H"], "positions_angstrom": [[-5.003, -3.832, 1.007], [-5.574, -2.714, 0.140], [-5.106, -1.334, 0.499], [-3.988, -1.026, 0.079], [-3.600, 0.056, 0.470], [-2.480, 0.706, 0.296], [-1.678, 0.008, -0.488], [-2.019, -1.071, -1.288], [-3.264, -1.622, -0.890], [-3.444, -2.644, -1.234], [-1.434, -1.438, -1.835], [-0.484, 0.831, -1.143], [0.441, 1.548, -0.080], [1.768, 2.006, -0.457], [0.309, 1.210, 1.242], [-0.493, 3.275, 0.047], [-0.760, 3.625, -1.266], [-1.444, 4.973, -1.324], [-1.526, 5.877, -0.320], [-1.276, 5.327, 1.099], [-0.682, 4.035, 0.983], [-0.447, 3.717, 2.175], [-1.427, 5.975, 1.930], [-2.171, 6.786, -0.153], [-1.710, 5.583, -2.609], [-0.529, 3.213, -2.208], [0.343, 0.086, -2.215], [1.096, 1.205, -2.504], [1.007, -1.087, -1.858], [0.879, -2.096, -2.538], [2.010, -0.846, -1.050], [2.123, -0.087, -0.685], [2.813, -2.036, -0.507], [2.397, -2.566, 0.897], [2.972, -3.385, 1.198], [2.680, -1.139, 1.996], [4.096, -0.800, 1.861], [4.398, 0.207, 1.186], [4.782, -0.385, -0.414], [5.775, -0.352, -0.394], [4.366, -1.917, -0.568], [4.683, -2.493, 0.123], [4.434, -2.098, -1.741], [4.423, 0.103, -1.197], [3.435, 0.909, 0.714], [5.382, 0.757, 1.239], [4.865, -1.742, 2.075], [4.310, -0.432, 3.025], [1.980, -0.419, 1.674], [2.243, -1.698, 2.981], [1.391, -2.675, 0.893], [2.511, -2.881, -1.210], [-0.185, 0.196, -3.137], [-2.065, 1.661, 0.756], [-4.155, 0.673, 1.437], [-6.754, -2.588, 0.583], [-5.634, -2.914, -1.006], [-5.293, -3.682, 2.042], [-3.955, -3.752, 0.755], [-5.334, -4.799, 0.919]], "forces_ev_per_angstrom": [[1.2, 3.1, -0.1], [-5.6, 0.8, 0.9], [-7.1, -5.9, 1.6], [0.5, -6.4, -5.3], [-0.5, 13.6, 10.4], [3.3, 2.8, 0.8], [4.5, 1.4, -5.6], [-9.8, 4.9, 10.4], [3.2, -2.7, -2.6], [-0.4, 0.5, -0.2], [8.0, -5.6, -8.3], [0.3, -3.9, -0.4], [-0.2, 8.5, 0.0], [-0.4, -1.5, -1.5], [-0.4, -3.7, 5.1], [3.0, -8.4, -11.5], [-3.0, 6.1, 1.1], [1.4, -0.1, -5.9], [-2.0, -0.7, 6.4], [1.1, -0.8, -7.0], [-1.9, 6.9, 15.4], [-0.2, 0.0, -3.3], [0.1, -0.2, 0.7], [1.1, -0.6, -1.6], [0.7, -2.4, 4.0], [0.2, -1.0, -0.5], [-1.5, 9.6, -1.1], [-1.3, -3.9, 0.9], [2.3, -2.1, -2.1], [-0.8, -0.7, 0.4], [1.2, -13.4, -1.8], [1.7, 10.8, 5.1], [-0.8, -2.0, -0.4], [1.8, 6.5, 0.0], [0.7, -1.2, 0.5], [-2.6, -7.4, -0.1], [-0.2, -9.6, 14.7], [2.7, 11.4, -14.5], [-2.2, -4.0, 4.9], [4.3, 0.2, -0.3], [-4.5, 6.8, -8.0], [3.0, -4.3, 3.9], [1.3, -0.4, 2.6], [-1.7, 2.5, -3.1], [2.9, -1.4, 2.5], [-1.6, -0.1, 1.0], [-1.8, 2.0, -1.5], [-0.4, -0.5, -1.8], [-0.5, 1.0, -0.2], [1.6, 1.9, -1.9], [-3.2, -0.9, 0.3], [0.4, 1.2, 0.7], [-0.8, -1.1, -0.3], [-1.5, -1.5, -0.4], [0.5, -2.2, -2.9], [3.0, -0.4, -1.9], [0.4, 0.6, 2.1], [0.8, 0.8, 0.3], [0.7, -0.6, 1.0], [-1.0, -2.2, -1.5]], "lowdin_charge": [-0.07, -0.18, 0.02, -0.51, -0.07, -0.03, -0.15, 0.07, 0.06, 0.13, -0.01, -0.15, 0.60, -0.28, -0.25, -0.33, -0.04, -0.11, -0.12, 0.01, -0.18, 0.19, 0.08, 0.10, 0.19, 0.08, -0.08, 0.23, -0.56, 0.09, 0.19, -0.05, -0.25, -0.04, 0.08, -0.10, -0.44, -0.22, -0.08, 0.04, -0.11, 0.01, 0.16, 0.04, 0.17, 0.13, 0.19, 0.17, 0.04, 0.15, 0.05, 0.14, 0.12, 0.14, 0.22, 0.17, 0.14, 0.09, 0.07, 0.05], "de_lowest_kj_mol": 2124.88}



| no. | frontier orbital gap (eV) |
| --- | --- |
| 1 | 6.822 |
| 2 | 8.947 |
| 3 | 7.953 |
| 4 | 10.119 |
| 5 | 9.318 |
| 6 | 8.756 |